The following is a DFT calculation (the ωB97M-V functional and the def2-TZVPD basis) of a 12-piece molecular cluster, C75H165N9O18 overall.

Positions of all 267 atoms, in Å:
C 0.395 -37.137 -11.192
C -0.933 -37.308 -10.415
C -1.679 -35.970 -10.234
C -1.809 -38.323 -11.197
C -2.969 -38.779 -10.324
C -2.367 -39.530 -9.127
C -1.602 -38.567 -8.241
C -2.497 -37.696 -7.443
C -0.759 -39.449 -7.256
N -0.584 -37.862 -9.098
O 0.078 -36.873 -8.265
H 0.963 -36.332 -10.741
H 0.930 -38.063 -11.180
H 0.200 -36.881 -12.288
H -1.772 -35.321 -11.126
H -2.691 -36.076 -9.801
H -1.193 -35.451 -9.440
H -2.061 -37.858 -12.161
H -1.169 -39.195 -11.409
H -3.607 -37.944 -10.096
H -3.498 -39.443 -10.972
H -1.717 -40.288 -9.538
H -3.106 -40.095 -8.537
H -2.883 -38.197 -6.549
H -3.328 -37.363 -8.030
H -1.920 -36.838 -7.035
H -0.367 -38.797 -6.472
H -0.049 -39.949 -7.900
H -1.452 -40.176 -6.791
H 0.939 -37.263 -8.129
C -9.519 -30.712 -6.689
C -9.008 -31.052 -5.242
C -9.950 -32.068 -4.661
C -7.549 -31.618 -5.343
C -6.819 -31.687 -4.020
C -6.738 -30.233 -3.487
C -8.143 -29.653 -3.212
C -8.800 -30.373 -2.069
C -7.966 -28.214 -2.774
N -8.899 -29.762 -4.496
O -10.147 -29.115 -4.389
H -9.021 -29.860 -7.199
H -9.478 -31.571 -7.358
H -10.550 -30.392 -6.642
H -10.115 -32.886 -5.336
H -9.611 -32.447 -3.680
H -10.956 -31.635 -4.526
H -7.651 -32.528 -5.912
H -6.969 -30.872 -5.864
H -7.308 -32.424 -3.380
H -5.832 -32.079 -4.212
H -6.133 -29.676 -4.253
H -6.208 -30.196 -2.528
H -8.534 -29.989 -1.048
H -8.686 -31.437 -2.104
H -9.884 -30.187 -2.091
H -8.826 -27.868 -2.230
H -7.786 -27.592 -3.642
H -7.103 -28.105 -2.172
H -10.735 -29.429 -3.704
C 0.077 -38.064 -0.339
C -0.258 -37.235 -1.545
C -1.761 -37.273 -1.710
C 0.133 -35.726 -1.187
C -0.006 -34.842 -2.373
C 0.866 -35.286 -3.526
C 0.522 -36.766 -3.959
C -0.876 -36.758 -4.662
C 1.619 -37.232 -4.844
N 0.569 -37.640 -2.704
O 0.158 -38.947 -3.119
H 1.142 -38.093 -0.230
H -0.403 -37.632 0.541
H -0.287 -39.070 -0.578
H -2.241 -37.030 -0.757
H -2.129 -36.503 -2.398
H -2.163 -38.170 -2.118
H -0.578 -35.522 -0.370
H 1.170 -35.729 -0.843
H -1.044 -34.768 -2.749
H 0.200 -33.819 -2.140
H 1.956 -35.226 -3.261
H 0.702 -34.676 -4.418
H -1.410 -37.697 -4.672
H -0.683 -36.640 -5.730
H -1.512 -35.961 -4.314
H 1.649 -36.678 -5.795
H 1.396 -38.276 -5.094
H 2.510 -37.171 -4.223
H 0.957 -39.463 -2.955
C -3.722 -31.850 -1.481
C -4.516 -32.838 -0.614
C -3.675 -33.355 0.620
C -5.814 -32.169 -0.169
C -6.804 -33.202 0.390
C -7.186 -34.152 -0.668
C -5.997 -34.970 -1.183
C -5.617 -36.066 -0.178
C -6.473 -35.603 -2.489
N -4.894 -34.029 -1.537
O -3.736 -34.772 -1.976
H -3.379 -30.970 -0.986
H -2.781 -32.337 -1.804
H -4.200 -31.581 -2.427
H -3.355 -32.487 1.188
H -4.300 -34.018 1.237
H -2.734 -33.792 0.295
H -5.499 -31.407 0.591
H -6.350 -31.741 -1.005
H -6.441 -33.761 1.265
H -7.696 -32.651 0.752
H -7.683 -33.546 -1.464
H -7.929 -34.906 -0.389
H -4.706 -36.622 -0.480
H -6.483 -36.685 -0.139
H -5.474 -35.789 0.863
H -5.602 -36.145 -2.804
H -6.668 -34.765 -3.209
H -7.325 -36.262 -2.440
H -3.552 -34.343 -2.807
C -1.542 -31.917 -4.041
C -1.619 -31.552 -5.547
C -1.413 -30.051 -5.837
C -0.563 -32.264 -6.425
C -0.899 -33.719 -6.686
C -2.267 -33.759 -7.354
C -3.387 -33.251 -6.457
C -4.668 -33.162 -7.314
C -3.726 -34.188 -5.253
N -2.981 -31.877 -6.179
O -3.930 -31.263 -5.292
H -2.272 -31.308 -3.508
H -1.696 -32.982 -3.767
H -0.510 -31.687 -3.729
H -0.388 -29.648 -5.732
H -1.722 -29.774 -6.797
H -2.060 -29.469 -5.144
H -0.567 -31.748 -7.391
H 0.451 -32.125 -6.103
H -0.178 -34.178 -7.381
H -0.932 -34.279 -5.755
H -2.458 -34.786 -7.715
H -2.183 -33.113 -8.279
H -4.580 -32.616 -8.249
H -5.412 -32.659 -6.680
H -5.114 -34.170 -7.563
H -2.871 -34.394 -4.575
H -4.253 -35.058 -5.638
H -4.434 -33.587 -4.659
H -4.192 -30.502 -5.840
C -5.899 -38.239 -12.338
O -5.184 -37.171 -12.767
C -5.370 -36.096 -11.924
C -4.736 -34.932 -12.637
O -4.396 -33.981 -11.618
C -3.851 -32.822 -12.191
C -3.029 -32.100 -11.102
O -3.963 -31.503 -10.264
C -3.438 -30.502 -9.489
H -5.846 -39.013 -13.079
H -6.934 -37.991 -12.040
H -5.513 -38.728 -11.437
H -4.960 -36.232 -10.931
H -6.430 -35.846 -11.892
H -5.464 -34.534 -13.399
H -3.871 -35.314 -13.198
H -4.622 -32.147 -12.587
H -3.213 -33.044 -13.041
H -2.389 -31.398 -11.603
H -2.434 -32.888 -10.567
H -2.927 -29.747 -10.131
H -2.784 -30.935 -8.699
H -4.257 -30.063 -8.913
C 1.139 -30.111 -2.040
O 2.041 -30.075 -3.171
C 2.355 -28.779 -3.655
C 3.119 -27.947 -2.720
O 2.403 -27.599 -1.574
C 3.107 -26.748 -0.753
C 2.254 -25.762 -0.010
O 1.748 -24.867 -0.911
C 0.855 -23.880 -0.450
H 0.231 -29.540 -2.302
H 1.594 -29.805 -1.082
H 0.865 -31.142 -1.910
H 1.431 -28.283 -3.977
H 3.011 -28.867 -4.546
H 3.447 -27.027 -3.181
H 4.006 -28.523 -2.378
H 3.934 -26.247 -1.324
H 3.690 -27.300 -0.036
H 2.850 -25.311 0.770
H 1.399 -26.250 0.483
H 1.378 -23.101 0.158
H 0.120 -24.416 0.111
H 0.462 -23.289 -1.295
C 2.857 -30.852 -7.326
O 2.724 -32.192 -6.937
C 3.800 -32.703 -6.268
C 3.485 -34.093 -5.760
O 3.926 -35.173 -6.617
C 3.116 -35.258 -7.835
C 3.401 -36.609 -8.419
O 2.569 -37.585 -7.729
C 2.799 -38.912 -8.237
H 3.428 -30.346 -6.542
H 1.884 -30.424 -7.506
H 3.442 -30.782 -8.224
H 4.067 -32.079 -5.405
H 4.723 -32.752 -6.935
H 2.430 -34.157 -5.479
H 4.098 -34.162 -4.873
H 3.241 -34.434 -8.565
H 2.031 -35.221 -7.646
H 4.476 -36.949 -8.265
H 3.166 -36.724 -9.498
H 3.808 -39.193 -7.975
H 2.551 -38.929 -9.289
H 2.072 -39.527 -7.746
C 1.177 -33.404 -10.028
N 0.554 -32.396 -10.929
C 0.443 -32.728 -12.360
C 0.256 -31.160 -10.563
O -0.179 -30.269 -11.235
H 0.631 -34.346 -10.059
H 1.210 -33.016 -9.007
H 2.227 -33.565 -10.334
H -0.176 -33.641 -12.444
H -0.028 -31.845 -12.781
H 1.444 -32.891 -12.844
H 0.702 -31.034 -9.589
C -8.267 -26.864 -6.303
N -6.813 -27.163 -6.470
C -5.819 -26.143 -6.190
C -6.405 -28.406 -6.696
O -5.247 -28.768 -6.585
H -8.592 -26.122 -7.023
H -8.366 -26.560 -5.272
H -8.895 -27.733 -6.435
H -4.958 -26.552 -5.632
H -5.463 -25.787 -7.144
H -6.230 -25.318 -5.575
H -7.204 -29.114 -6.946
C -1.614 -27.791 -8.729
N -1.958 -26.369 -8.626
C -2.728 -25.980 -7.434
C -1.443 -25.436 -9.446
O -1.487 -24.260 -9.343
H -1.314 -27.976 -9.751
H -2.553 -28.304 -8.481
H -0.746 -28.127 -8.114
H -2.103 -25.236 -6.852
H -3.478 -25.303 -7.808
H -3.107 -26.856 -6.917
H -0.955 -25.898 -10.309
C -9.422 -31.901 -10.921
N -8.443 -32.429 -9.950
C -7.160 -31.734 -9.733
C -8.804 -33.522 -9.276
O -8.095 -34.058 -8.450
H -9.494 -30.836 -10.833
H -10.366 -32.406 -10.761
H -8.976 -32.110 -11.895
H -7.156 -30.816 -10.312
H -6.967 -31.551 -8.666
H -6.270 -32.336 -10.036
H -9.757 -34.010 -9.494

Force components x, y, z for each atom (eV/Å):
-1.338 0.985 -1.097
-0.335 0.464 -0.494
-0.684 -0.070 -0.199
1.140 0.516 0.868
0.844 -0.630 -0.764
-0.982 0.514 -0.453
1.754 -1.377 0.038
0.060 1.255 1.101
-1.482 0.655 -0.382
0.029 -0.586 0.812
-1.558 0.007 -1.034
0.382 0.025 -0.015
0.466 -0.545 0.143
0.141 -0.169 1.392
0.193 -0.450 0.270
0.225 -0.288 -0.542
0.697 0.769 0.305
-0.295 -0.130 0.334
-0.211 0.127 -0.091
-0.334 0.183 0.375
-0.873 -0.654 -0.083
0.500 -0.238 -0.080
0.022 0.468 -0.065
-0.049 -0.213 -0.265
-0.600 0.492 -0.197
-0.612 -0.442 -0.613
0.468 -0.406 -0.177
0.510 -0.221 0.386
0.443 0.235 -0.126
0.944 -0.241 0.320
0.222 0.539 0.292
1.127 0.776 -0.846
-0.763 0.205 1.213
-1.227 1.100 0.249
-0.431 -0.035 -0.011
0.163 -1.043 -0.074
1.005 -0.402 -0.801
-1.122 0.255 1.450
-0.588 0.213 -1.330
-0.030 0.147 0.399
0.077 1.091 -1.149
0.130 -0.634 0.546
0.188 -0.164 0.162
-0.445 -0.044 0.153
0.239 -0.561 -0.352
-0.163 0.012 -0.523
0.293 0.021 0.108
0.425 -0.511 -0.167
0.103 -0.017 -0.940
0.014 0.279 0.441
0.374 0.037 0.089
-0.727 -0.060 0.763
0.116 0.012 -0.224
0.278 -0.372 -0.980
0.213 -0.575 0.141
0.069 -0.061 -0.075
-0.417 0.381 0.137
-0.145 0.240 -0.193
0.850 -0.138 0.883
0.097 -0.891 0.646
-0.178 -0.671 -0.622
0.351 1.907 -0.073
-0.668 1.358 -0.653
-0.663 -2.115 -0.041
-0.763 0.681 -1.016
0.365 -1.288 0.068
-1.325 1.036 1.741
1.349 -0.272 -0.634
-0.384 -0.767 -0.425
-0.120 0.824 -0.558
0.130 -0.160 0.222
0.694 -0.080 0.353
0.054 -0.303 -0.013
0.042 -0.029 0.625
0.038 -0.263 -0.024
0.197 -0.103 0.261
-0.050 -1.107 -0.006
0.512 0.505 -0.173
-0.064 0.084 0.223
0.230 -0.353 0.411
0.427 0.842 0.373
-0.848 -0.092 -0.152
0.020 0.130 0.112
-0.069 -0.387 0.713
0.138 0.565 0.120
-0.215 0.063 0.019
0.284 -0.049 0.627
0.417 0.050 -0.145
0.466 -0.050 -0.550
-0.193 -0.059 -0.076
1.006 -1.679 -0.678
0.329 -1.619 -0.601
-0.721 0.903 -0.911
0.339 -0.913 1.240
-0.403 1.068 1.885
-0.446 -0.273 -1.131
0.088 0.948 0.091
0.633 0.056 -0.170
1.026 1.156 -0.605
-0.336 1.141 0.081
-0.654 0.359 1.247
-0.139 0.788 0.732
-0.397 0.037 0.302
-0.427 -0.022 0.268
-0.209 0.227 0.408
0.601 0.190 -0.193
-0.221 -0.543 -0.177
-0.620 -0.404 -0.683
0.263 0.561 -0.318
0.189 0.358 -0.114
0.290 -0.251 -0.106
0.560 -0.602 0.050
-0.078 0.234 0.374
-0.681 0.216 -0.058
-0.474 -1.109 -0.101
0.153 0.622 0.007
0.194 -0.572 -0.819
0.111 -0.843 0.474
-0.304 -0.155 0.375
0.082 0.100 -0.597
0.653 0.211 -0.615
-0.111 -0.957 -1.342
-0.170 0.514 2.754
-0.547 -0.145 -0.294
-0.159 0.247 -0.391
0.599 -0.557 -0.952
0.021 -0.565 -1.031
-1.018 -0.797 0.698
0.259 1.611 0.144
0.956 0.852 1.311
-0.141 0.351 -0.705
0.300 -0.061 0.006
-0.032 0.639 -0.572
-0.391 0.143 0.148
-0.212 -0.649 0.282
-0.590 -0.063 -1.649
0.417 -0.140 -0.272
-0.199 0.020 -0.216
0.452 0.070 0.816
0.006 -0.008 0.428
0.199 -0.185 0.019
-0.264 0.415 0.262
-0.375 -0.578 0.859
0.381 0.084 0.035
-0.040 -0.075 -0.347
0.655 0.874 0.301
-0.414 -0.303 -0.823
0.301 -0.276 0.269
-0.019 -0.379 0.010
-0.401 -0.034 0.399
-1.099 -1.954 1.194
0.761 0.183 -0.536
-0.283 1.410 -0.819
-0.223 0.469 0.358
-0.212 -0.560 -1.354
0.692 0.762 0.770
-0.876 -1.888 -0.942
-0.786 -0.508 -0.532
0.688 0.805 1.082
-0.375 -0.303 -0.640
0.024 0.025 -0.615
0.394 0.305 0.221
0.140 -0.102 0.352
-0.385 -0.292 0.651
0.641 0.004 0.686
0.199 0.365 0.240
-0.133 -0.014 0.232
0.390 -0.380 -0.186
0.498 0.658 0.030
-0.193 0.684 -0.281
-0.185 -0.396 0.624
0.207 0.423 -0.444
-0.038 0.276 -0.195
0.276 0.275 -0.563
0.114 -0.071 0.488
-0.682 -0.561 -0.832
1.260 -0.148 1.274
-1.429 0.004 -0.102
1.626 0.656 0.091
-0.701 -0.756 0.326
0.097 1.542 -2.006
1.251 0.678 0.012
0.301 -0.006 0.431
-0.159 0.307 -0.652
-0.168 -0.552 -0.188
-0.027 0.133 0.060
-0.485 -0.383 0.337
0.283 0.305 -0.577
-0.050 0.186 -0.411
-0.904 0.241 0.204
0.164 -0.677 0.775
0.397 0.431 0.372
0.213 -0.383 0.147
-0.275 -0.694 0.097
-1.054 0.257 0.531
-0.068 -0.819 0.159
0.689 -0.251 0.517
-1.687 0.135 -0.807
1.775 -0.609 -0.373
0.965 -0.244 -0.284
-1.720 1.166 -0.885
0.255 -0.096 0.518
0.544 -1.799 -0.086
0.676 0.107 -0.658
-0.471 1.289 0.660
-0.334 0.508 0.024
-0.312 0.153 0.202
0.394 0.101 -0.733
-0.089 0.177 0.028
-0.797 0.017 0.641
0.066 -0.175 -0.223
0.027 -0.585 0.405
0.727 -0.285 0.499
0.157 -0.018 0.536
-1.054 0.748 -0.185
0.129 0.498 0.362
0.341 -0.384 -0.300
0.388 -0.149 -0.550
-0.150 -0.478 0.408
0.167 1.141 -0.666
0.516 -2.333 -1.196
0.181 -0.448 0.648
1.787 -0.346 1.121
-1.006 1.118 -0.875
-0.037 0.133 0.024
-0.175 -0.016 -0.017
-0.411 -0.064 -0.042
0.260 0.458 -0.325
-0.144 -0.255 -0.470
-0.794 0.082 0.583
-0.403 0.672 1.335
1.323 -0.104 -0.163
-1.420 0.205 0.234
-0.014 0.182 0.696
-0.237 -0.338 0.306
0.977 -0.409 -0.276
0.033 0.413 0.094
-0.494 0.474 0.111
0.230 -0.452 -0.006
-0.505 -0.051 -0.296
0.222 0.495 -0.091
-0.040 -0.464 -0.534
-0.085 0.109 -0.021
-0.115 0.666 -0.140
-0.031 -0.927 1.250
1.700 1.971 -0.721
0.479 -2.753 -0.748
-0.564 2.963 0.756
-0.138 -0.325 -0.349
0.692 -0.350 -0.078
-0.756 0.409 0.047
-0.480 -1.330 0.100
-0.886 -0.118 0.051
0.077 0.231 0.100
0.291 -0.349 -0.309
1.839 -0.622 0.039
-0.982 0.939 -0.458
0.498 -1.137 0.167
1.084 -0.674 0.713
0.490 -0.258 0.701
-0.338 0.603 0.237
-0.150 0.100 -0.231
-0.615 0.017 -0.373
-0.074 0.119 0.080
-0.418 0.163 -0.185
-0.844 0.220 -0.107
-0.470 0.507 -0.498

For the frontier orbital gap, the calculation gives 8.6 eV. The net charge is 0.